# 1
The following is a quantum chemistry calculation of a 2-piece molecular cluster, C8H8OS2 overall, from the OMol25 dataset.

total charge: 0
E: -1181.0099 a.u.
LUMO level (spin up / spin down): -1.57 / -1.58 eV
orbital gap (spin up / spin down): 0.218 / 0.218 Ha

```
19
C8H8OS2 | the OMol25 dataset | ωB97M-V/def2-TZVPD
C -0.695 3.325 -0.936
C -1.154 1.996 -1.050
C 0.505 3.409 -0.305
C -0.369 1.087 -0.398
C 0.864 -0.901 1.488
C 1.767 -1.924 1.776
C -0.163 -0.307 -0.427
C -0.829 -2.985 -0.562
O 2.075 -2.209 2.928
S 1.059 1.861 0.218
S -1.058 -1.359 -1.387
H -1.135 4.216 -1.287
H -2.030 1.764 -1.610
H 1.026 4.396 -0.274
H 0.827 0.147 1.873
H 1.903 -2.718 1.044
H -1.292 -3.701 -1.166
H -1.427 -2.928 0.375
H 0.126 -3.170 -0.300
```

# 2
The following is a quantum chemistry calculation of one molecule with the formula C8H8OS3, from the OMol25 dataset.

total charge: 0
E: -1579.4424 a.u.
LUMO level: 0.38 eV
orbital gap: 0.339 Ha

```
20
C8H8OS3 | the OMol25 dataset | ωB97M-V/def2-TZVPD
C 0.184 -1.123 -1.429
C 0.110 0.136 -0.622
C 0.857 1.249 -1.018
C 0.875 2.411 -0.255
C 0.134 2.480 0.918
C -0.626 1.366 1.327
C -0.656 0.203 0.564
C -1.526 -0.935 1.022
H -0.664 -1.809 -1.302
H 0.332 -0.928 -2.475
H 1.422 1.195 -1.933
H 1.474 3.258 -0.586
H 0.137 3.375 1.505
H -1.177 1.412 2.256
H -2.323 -1.139 0.269
H -2.012 -0.686 1.974
O 1.278 -3.492 -1.631
S 1.618 -2.187 -1.005
S -0.712 -2.567 1.298
S 1.274 -2.218 1.124
```

# 3
The following is a quantum chemistry calculation of a 5-piece molecular cluster, C8H9BCl16NO4 overall, from the OMol25 dataset.

total charge: -1
E: -8053.9445 a.u.
LUMO level: 2.07 eV
orbital gap: 0.201 Ha

```
39
C8H9BCl16NO4 | the OMol25 dataset | ωB97M-V/def2-TZVPD
C -1.594 2.157 2.075
O -1.192 1.043 1.309
B 0.104 0.567 1.566
O 0.359 0.206 2.896
N 1.042 0.536 0.558
C 1.642 -0.670 0.341
O 2.704 -0.500 -0.687
C 3.579 -1.490 -0.604
C 4.893 -1.061 -0.089
O 3.345 -2.590 -0.935
H -2.454 1.871 2.657
H -0.820 2.490 2.737
H -1.849 2.976 1.421
H 1.178 -0.291 2.934
H 2.138 -1.132 1.228
H 0.977 -1.422 -0.043
H 4.794 -0.825 0.952
H 5.608 -1.843 -0.194
H 5.207 -0.172 -0.592
C 0.503 -4.820 -2.201
Cl 1.368 -3.711 -3.278
Cl -0.719 -5.712 -3.128
Cl 1.659 -5.969 -1.519
Cl -0.279 -3.945 -0.895
C 2.121 4.839 2.076
Cl 3.532 4.982 3.145
Cl 1.784 3.148 1.739
Cl 0.722 5.593 2.868
Cl 2.457 5.700 0.565
C -5.355 1.796 0.529
Cl -4.809 3.414 0.990
Cl -6.646 1.947 -0.677
Cl -4.020 0.868 -0.145
Cl -5.990 0.970 1.958
C -3.189 -1.785 -3.908
Cl -3.546 -0.099 -3.512
Cl -3.537 -2.062 -5.625
Cl -1.498 -2.177 -3.593
Cl -4.220 -2.830 -2.923
```

# 4
The following is a quantum chemistry calculation of a 2-piece molecular cluster, C8H9BNO4 overall, from the OMol25 dataset.

total charge: +1
E: -690.6475 a.u.
LUMO level: -5.14 eV
orbital gap: 0.327 Ha

```
23
C8H9BNO4 | the OMol25 dataset | ωB97M-V/def2-TZVPD
B 2.092 -0.722 0.751
C -3.047 0.294 0.914
C -2.058 1.258 0.910
C -2.756 -0.995 0.499
C -0.715 0.895 0.758
C -1.471 -1.382 0.353
C -0.466 -0.439 0.476
C -0.888 -2.632 -0.156
C 0.721 -1.105 0.077
N 0.861 -0.461 -1.946
O -1.345 -3.678 -0.436
O 0.518 -2.363 -0.242
O 2.156 -0.948 2.054
O 3.110 -0.108 0.116
H -4.009 0.426 1.304
H -2.436 2.265 1.220
H -3.627 -1.623 0.760
H 0.074 1.597 0.714
H 1.666 -0.061 -2.391
H 0.105 0.276 -1.942
H 0.601 -1.361 -2.337
H 2.978 -0.739 2.500
H 3.906 0.020 0.722
```

# 5
The following is a quantum chemistry calculation of C8H9Br2IO2 as an isolated structure, from the OMol25 dataset.

total charge: 0
E: -5906.3769 a.u.
LUMO level: -0.38 eV
orbital gap: 0.344 Ha

```
22
C8H9Br2IO2 | the OMol25 dataset | ωB97M-V/def2-TZVPD
C -0.599 1.603 0.946
C 0.301 0.401 1.101
C -0.158 -0.614 0.150
C -1.364 0.063 -0.577
C 1.197 -0.059 0.006
C 2.340 -0.881 0.445
C 1.495 0.642 -1.315
C -2.843 -0.633 -0.125
O -0.524 2.660 1.483
O -1.410 1.360 -0.083
Br -2.923 -2.450 -0.610
Br -2.889 -0.313 1.794
I -4.358 0.577 -1.036
H 0.634 0.208 2.039
H -0.166 -1.697 0.627
H -1.232 0.216 -1.605
H 2.391 -1.671 -0.383
H 2.127 -1.332 1.469
H 3.267 -0.313 0.512
H 1.853 -0.191 -1.855
H 2.281 1.408 -1.251
H 0.581 1.015 -1.729
```

# 6
The following is a quantum chemistry calculation of C8H9Br3NO2 as an isolated structure, from the OMol25 dataset.

total charge: +1
E: -8237.2181 a.u.
LUMO level: -4.91 eV
orbital gap: 0.299 Ha

```
23
C8H9Br3NO2 | the OMol25 dataset | ωB97M-V/def2-TZVPD
C -0.313 1.514 1.403
N 0.355 0.267 0.886
C 0.690 0.217 -0.433
C 1.377 -0.958 -0.971
C 1.645 -2.044 -0.025
C 2.336 -3.398 -0.449
O 3.452 -3.444 -0.839
O 1.513 -4.513 -0.345
C 1.255 -1.944 1.394
C 0.583 -0.729 1.800
H -0.891 2.047 0.583
H -1.056 1.226 2.197
H 0.513 2.155 1.807
H 0.467 1.043 -1.155
H 1.666 -1.043 -2.047
H 0.598 -4.162 -0.363
H 1.449 -2.750 2.142
H 0.250 -0.606 2.859
C -3.235 3.317 -1.712
Br -2.453 3.254 0.064
Br -4.607 4.668 -1.841
Br -1.881 3.528 -3.076
H -3.713 2.358 -1.882
```